# 1
# C5H15NO2

A 3-piece molecular cluster, C5H15NO2 overall in a non-equilibrium geometry (ωB97M-V/def2-TZVPD, the OMol25 dataset).

Values from the calculation:
Highest occupied orbital energy (spin up / spin down) = -14.40 / -14.37 eV
Spin multiplicity = 2
⟨S²⟩ = 0.752
Total charge = +1
Max |F| = 0.0302 Eh/bohr
Total energy = -404.3775 Eh
ΔE to the lowest compared entry with this formula, charge and spin = 213.9 kJ/mol

Bonds (Å) are listed after each position.
Cartesian coordinates (Å):
1 C -0.731 -1.500 2.069  N2 1.473, H7 1.088, H8 1.089, H9 1.096
2 N -0.477 -0.646 0.895  C1 1.473, C3 1.462, H10 1.015
3 C -0.136 -1.437 -0.287  N2 1.462, C6 1.474, H11 1.103, H12 1.101
4 C -0.263 1.389 -2.980  C5 1.457, H13 1.097, H14 1.093, H15 1.098
5 C -0.392 0.665 -1.722  C4 1.457, C6 1.387, H16 1.089
6 C 0.017 -0.645 -1.521  C3 1.474, C5 1.387, H17 1.088
7 H -1.038 -0.894 2.918  C1 1.088
8 H 0.200 -1.984 2.358  C1 1.089
9 H -1.497 -2.259 1.871  C1 1.096
10 H -1.336 -0.149 0.686  N2 1.015
11 H 0.829 -1.932 -0.094  C3 1.103
12 H -0.878 -2.236 -0.442  C3 1.101
13 H -1.236 1.685 -3.390  C4 1.097
14 H 0.212 0.785 -3.758  C4 1.093
15 H 0.309 2.316 -2.841  C4 1.098
16 H -0.792 1.242 -0.890  C5 1.089
17 H 0.483 -1.187 -2.341  C6 1.088
18 H 1.237 0.000 1.562  O20 0.962
19 H 2.797 0.145 1.529  O20 0.987
20 O 1.991 0.303 2.076  H18 0.962, H19 0.987
21 H 0.823 2.425 1.814  O23 0.978
22 H -0.112 1.489 1.183  O23 0.949
23 O -0.010 2.424 1.304  H21 0.978, H22 0.949



# 2
# C5H15NO2PS

An isolated ion of composition C5H15NO2PS and charge +1 in a non-equilibrium geometry (ωB97M-V/def2-TZVPD, the OMol25 dataset).

Values from the calculation:
Highest occupied orbital energy = -13.56 eV
Spin multiplicity = 1
Total charge = +1
Max |F| = 0.0827 Eh/bohr
Total energy = -1144.0458 Eh
ΔE to the lowest compared entry with this formula, charge and spin = 62.1 kJ/mol
SMILES = COP(=S)(OC)C(C)(C)[NH3+]

Bonds (Å) are listed after each position.
Cartesian coordinates (Å):
1 C -1.229 -0.892 2.305  O2 1.500, H11 1.148, H12 1.160, H13 1.054
2 O -0.988 0.252 1.365  C1 1.500, P3 1.558
3 P -0.908 -0.012 -0.169  O2 1.558, S4 1.964, O5 1.554, C7 1.974
4 S -1.819 -1.536 -1.007  P3 1.964
5 O -1.157 1.352 -0.870  P3 1.554, C6 1.407
6 C -2.518 1.703 -0.930  O5 1.407, H14 1.155, H15 1.096, H16 1.185
7 C 1.016 -0.160 -0.580  P3 1.974, C8 1.553, C9 1.559, N10 1.500
8 C 1.783 -0.906 0.546  C7 1.553, H17 1.124, H18 1.076, H19 1.073
9 C 1.452 1.280 -0.988  C7 1.559, H20 1.144, H21 1.119, H22 1.103
10 N 1.013 -1.134 -1.721  C7 1.500, H23 1.029, H24 1.058, H25 1.193
11 H -0.490 -1.710 1.984  C1 1.148
12 H -2.368 -1.108 2.264  C1 1.160
13 H -1.039 -0.472 3.253  C1 1.054
14 H -2.751 2.381 -0.024  C6 1.155
15 H -3.182 0.831 -0.903  C6 1.096
16 H -2.666 2.373 -1.895  C6 1.185
17 H 1.044 -1.511 1.139  C8 1.124
18 H 2.096 -0.156 1.252  C8 1.076
19 H 2.483 -1.560 0.064  C8 1.073
20 H 1.019 1.330 -2.046  C9 1.144
21 H 2.559 1.338 -1.142  C9 1.119
22 H 1.141 1.887 -0.121  C9 1.103
23 H 1.341 -0.886 -2.665  N10 1.029
24 H 1.502 -2.008 -1.380  N10 1.058
25 H -0.109 -1.534 -1.781  N10 1.193



# 3
# C5H15NO4

A 3-piece molecular cluster, C5H15NO4 overall in a non-equilibrium geometry (ωB97M-V/def2-TZVPD, the OMol25 dataset).

Values from the calculation:
Highest occupied orbital energy (spin up / spin down) = -14.54 / -14.53 eV
Spin multiplicity = 2
⟨S²⟩ = 0.766
Total charge = +1
Max |F| = 0.1729 Eh/bohr
Total energy = -554.7992 Eh
ΔE to the lowest compared entry with this formula, charge and spin = 250.3 kJ/mol

Bonds (Å) are listed after each position.
Cartesian coordinates (Å):
1 C -1.603 1.357 1.491  C2 1.505, C3 1.631, H9 1.043, H10 1.067
2 C -1.516 0.271 2.529  C1 1.505, H11 1.089, H12 1.170, H13 1.093
3 C -1.905 0.476 0.152  C1 1.631, N4 1.471, O8 1.164
4 N -0.949 0.478 -0.966  C3 1.471, C5 1.434, H14 1.012
5 C 0.294 1.188 -0.882  N4 1.434, C6 1.537, H15 1.154, H16 1.102
6 C 1.486 0.394 -1.440  C5 1.537, O7 1.461, H17 1.221, H18 1.169
7 O 2.806 0.921 -1.101  C6 1.461, H19 0.945
8 O -2.772 -0.293 0.048  C3 1.164
9 H -2.309 2.112 1.632  C1 1.043
10 H -0.737 1.978 1.444  C1 1.067
11 H -0.516 -0.061 2.803  C2 1.089
12 H -2.076 0.537 3.521  C2 1.170
13 H -1.956 -0.674 2.201  C2 1.093
14 H -0.941 -0.395 -1.478  N4 1.012
15 H 0.519 1.506 0.204  C5 1.154
16 H 0.146 2.063 -1.534  C5 1.102
17 H 1.287 0.482 -2.642  C6 1.221
18 H 1.586 -0.766 -1.331  C6 1.169
19 H 2.838 1.528 -0.377  O7 0.945
20 H 2.496 -0.575 0.338  O22 0.875
21 H 3.118 -1.435 1.314  O22 1.028
22 O 2.210 -1.069 1.001  H20 0.875, H21 1.028
23 H 1.050 -2.757 -0.399  O25 0.861
24 H -0.278 -3.336 -1.187  O25 0.964
25 O 0.490 -2.768 -1.054  H23 0.861, H24 0.964



# 4
# C5H15NO5

A 4-piece molecular cluster, C5H15NO5 overall in a non-equilibrium geometry (ωB97M-V/def2-TZVPD, the OMol25 dataset).

Values from the calculation:
Highest occupied orbital energy = -9.76 eV
Spin multiplicity = 1
Total charge = 0
Max |F| = 0.0592 Eh/bohr
Total energy = -630.4312 Eh
ΔE to the lowest compared entry with this formula, charge and spin = 156.4 kJ/mol
SMILES = CC(=O)N[C@@H](C)C=O.O.O.O

Bonds (Å) are listed after each position.
Cartesian coordinates (Å):
1 C 0.044 2.005 -1.175  C2 1.483, H9 1.103, H10 1.089, H11 1.099
2 C -0.066 0.604 -1.648  C1 1.483, O3 1.216, N4 1.366
3 O -0.526 0.230 -2.710  C2 1.216
4 N 0.382 -0.335 -0.762  C2 1.366, C5 1.441, H12 1.013
5 C 1.084 -0.118 0.477  N4 1.441, C6 1.530, C7 1.528, H13 1.103
6 C 0.111 -0.402 1.622  C5 1.530, H14 1.087, H15 1.097, H16 1.100
7 C 2.283 -1.006 0.807  C5 1.528, O8 1.199, H17 1.106
8 O 2.447 -2.046 0.234  C7 1.199
9 H -0.520 2.686 -1.834  C1 1.103
10 H 1.015 2.492 -1.247  C1 1.089
11 H -0.417 2.288 -0.218  C1 1.099
12 H 0.056 -1.291 -0.839  N4 1.013
13 H 1.512 0.896 0.414  C5 1.103
14 H 0.451 -0.103 2.611  C6 1.087
15 H -0.891 -0.008 1.409  C6 1.097
16 H -0.307 -1.411 1.755  C6 1.100
17 H 2.800 -0.658 1.722  C7 1.106
18 O 0.020 2.244 3.253  H19 0.962, H20 0.957
19 H -0.826 2.007 2.861  O18 0.962
20 H 0.030 2.193 4.209  O18 0.957
21 O -0.808 -2.889 -2.002  H22 0.956, H23 0.979
22 H -1.752 -2.958 -2.139  O21 0.956
23 H -0.759 -1.913 -2.048  O21 0.979
24 O -3.346 1.204 0.858  H25 0.942, H26 0.973
25 H -2.854 1.316 0.063  O24 0.942
26 H -3.163 0.304 1.181  O24 0.973



# 5
# C5H15NO6PS

A 2-piece molecular cluster, C5H15NO6PS overall in a non-equilibrium geometry (ωB97M-V/def2-TZVPD, the OMol25 dataset).

Values from the calculation:
Highest occupied orbital energy = -12.56 eV
Spin multiplicity = 1
Total charge = +1
Max |F| = 0.0528 Eh/bohr
Total energy = -1445.0256 Eh

Bonds (Å) are listed after each position.
Cartesian coordinates (Å):
1 O -2.232 3.729 -1.557  S2 1.413
2 S -1.872 2.416 -1.181  O1 1.413, O3 1.426, C4 1.804, H10 1.358
3 O -1.047 1.607 -2.018  S2 1.426
4 C -3.374 1.434 -0.988  S2 1.804, N5 1.500, H11 1.082, H12 1.084
5 N -2.980 0.038 -0.606  C4 1.500, P6 1.828, H13 1.024, H14 1.029
6 P -2.523 -0.233 1.144  N5 1.828, O7 1.447, O8 1.557, O9 1.560
7 O -3.305 -1.371 1.578  P6 1.447
8 O -2.839 1.075 1.926  P6 1.557, H15 0.968
9 O -0.973 -0.414 1.114  P6 1.560, H16 0.972
10 H -1.341 2.427 0.069  S2 1.358
11 H -4.077 1.861 -0.285  C4 1.082
12 H -3.837 1.459 -1.968  C4 1.084
13 H -3.732 -0.634 -0.789  N5 1.024
14 H -2.196 -0.226 -1.217  N5 1.029
15 H -2.094 1.678 2.063  O8 0.968
16 H -0.737 -1.178 0.561  O9 0.972
17 C 3.563 -0.584 -0.626  C18 1.527, C21 1.521, H22 1.088, H23 1.092
18 C 3.921 -1.314 0.666  C17 1.527, C19 1.521, H24 1.091, H25 1.088
19 C 2.613 -1.248 1.439  C18 1.521, O20 1.438, H26 1.094, H27 1.089
20 O 1.564 -1.252 0.455  C19 1.438, C21 1.437
21 C 2.128 -1.035 -0.850  C17 1.521, O20 1.437, H28 1.095, H29 1.093
22 H 4.214 -0.826 -1.463  C17 1.088
23 H 3.599 0.496 -0.469  C17 1.092
24 H 4.178 -2.352 0.449  C18 1.091
25 H 4.750 -0.865 1.208  C18 1.088
26 H 2.537 -0.323 2.019  C19 1.094
27 H 2.474 -2.092 2.113  C19 1.089
28 H 2.090 -1.979 -1.404  C21 1.095
29 H 1.529 -0.294 -1.384  C21 1.093